Version one
Formula: C4H6O
Source: OMol25
Level of theory: ωB97M-V/def2-TZVPD

Computed properties:
HOMO = -9.656 eV
HOMO-LUMO gap = 10.6 eV
SMILES string = C=C=CCO

ORCA input file:
```
! RIJCOSX wB97M-V def2-TZVPD def2/J DEFGRID3
* xyz 0 1
C -0.567 -1.979 -1.101
H -0.690 2.194 1.251
O 0.269 2.218 1.134
H 0.021 -0.329 1.697
H 0.229 1.443 -0.808
H 1.694 1.200 0.148
C 0.601 1.211 0.201
C -0.298 -1.054 -0.223
H -1.532 -2.065 -1.591
C 0.069 -0.136 0.627
H 0.204 -2.703 -1.336
*
```



Version two
Formula: C4H6O
Source: OMol25
Level of theory: ωB97M-V/def2-TZVPD

Computed properties:
HOMO = -8.253 eV
HOMO-LUMO gap = 9.0 eV

ORCA input file:
```
! RIJCOSX wB97M-V def2-TZVPD def2/J DEFGRID3
* xyz 0 1
H -0.100 -1.673 0.586
C -0.860 1.185 -0.074
C -1.274 -0.042 -0.399
O 2.004 0.360 -0.419
H 0.129 -1.237 -1.163
C 0.862 0.119 0.314
C -0.106 -0.900 -0.181
H 0.792 0.387 1.304
H -2.229 -0.429 -0.395
H 2.484 0.883 0.191
H -1.453 2.006 0.279
*
```



Version three
Formula: C4H6O
Source: OMol25
Level of theory: ωB97M-V/def2-TZVPD

Computed properties:
HOMO = -9.798 eV
HOMO-LUMO gap = 10.9 eV
SMILES string = CC=O.C#C

ORCA input file:
```
! RIJCOSX wB97M-V def2-TZVPD def2/J DEFGRID3
* xyz 0 1
C -0.559 1.695 0.196
C 0.578 -2.099 0.424
C -0.750 0.392 -0.523
H -0.757 2.510 -0.502
H -0.386 -2.450 0.724
H -1.250 1.756 1.039
H 2.707 -1.677 -0.204
H 0.468 1.766 0.563
H 0.078 0.138 -1.232
O -1.798 -0.246 -0.502
C 1.669 -1.786 0.019
*
```



Version four
Formula: C4H6O
Source: OMol25
Level of theory: ωB97M-V/def2-TZVPD

Computed properties:
HOMO = -7.564 eV
HOMO-LUMO gap = 8.0 eV

ORCA input file:
```
! RIJCOSX wB97M-V def2-TZVPD def2/J DEFGRID3
* xyz 0 1
C -0.597 0.845 1.157
H -0.863 1.722 0.563
C 0.497 -0.389 -2.344
H 0.829 -1.922 0.367
H -1.514 0.426 1.593
C 0.053 -0.198 0.285
H -0.179 -1.016 -2.933
O 0.555 -1.232 0.995
H 0.941 0.727 -0.567
H 0.054 1.148 1.988
C 0.224 -0.113 -1.102
*
```



Structures ranked by computed energy, the most stable listed first: version one, version three, version two, version four.



Version one
Formula: C4H6O
Source: OMol25
Level of theory: ωB97M-V/def2-TZVPD

Computed properties:
HOMO = -9.334 eV
HOMO-LUMO gap = 10.5 eV

ORCA input file:
```
! RIJCOSX wB97M-V def2-TZVPD def2/J DEFGRID3
* xyz 0 1
C -0.454 0.814 -0.387
H -0.114 -0.036 1.822
H 2.074 0.440 0.466
C 1.292 -0.160 -0.021
C -0.014 -0.098 0.742
C -1.189 -0.477 -0.138
H -2.126 -0.507 0.422
O 0.724 0.544 -1.133
H -1.125 -1.235 -0.919
H -0.749 1.845 -0.519
H 1.681 -1.130 -0.335
*
```



Version two
Formula: C4H6O
Source: OMol25
Level of theory: ωB97M-V/def2-TZVPD

Computed properties:
HOMO = -9.908 eV
HOMO-LUMO gap = 11.0 eV
SMILES string = C#CCOC

ORCA input file:
```
! RIJCOSX wB97M-V def2-TZVPD def2/J DEFGRID3
* xyz 0 1
H -0.814 -2.243 -1.051
C -1.007 2.546 0.609
C 0.497 0.353 0.404
H 0.678 -1.371 -1.490
H 1.068 0.154 1.324
H 0.656 -2.454 -0.067
C -0.283 1.588 0.538
C 0.066 -1.735 -0.651
O -0.421 -0.679 0.131
H -1.670 3.379 0.666
H 1.229 0.462 -0.413
*
```



Structures ranked by computed energy, the most stable listed first: version one, version two.



Version one
Formula: C4H6O
Source: OMol25
Level of theory: ωB97M-V/def2-TZVPD

Computed properties:
HOMO = -9.403 eV
HOMO-LUMO gap = 10.2 eV
SMILES string = C#CCCO

ORCA input file:
```
! RIJCOSX wB97M-V def2-TZVPD def2/J DEFGRID3
* xyz 0 1
O 1.864 0.764 0.313
H -0.739 -1.573 0.287
C -0.095 -0.527 0.494
H -2.857 1.258 -0.822
C 1.154 -0.226 -0.230
H 0.020 -0.642 1.570
H 1.275 1.520 0.271
C -2.184 0.509 -0.509
H 1.810 -1.062 -0.156
C -1.279 0.016 0.066
H 1.030 -0.037 -1.284
*
```



Version two
Formula: C4H6O
Source: OMol25
Level of theory: ωB97M-V/def2-TZVPD

Computed properties:
HOMO = -9.109 eV
HOMO-LUMO gap = 10.2 eV
SMILES string = C1=CCOC1

ORCA input file:
```
! RIJCOSX wB97M-V def2-TZVPD def2/J DEFGRID3
* xyz 0 1
C 0.977 -0.751 0.005
H 1.701 1.393 -0.054
H -0.849 2.044 -0.021
C -0.466 0.995 -0.143
C 0.833 0.732 -0.094
H 1.628 -1.214 -0.767
O -0.301 -1.309 -0.161
H -2.000 -0.416 -0.811
C -1.271 -0.263 0.018
H 1.522 -0.913 0.967
H -1.772 -0.298 1.061
*
```



Version three
Formula: C4H6O
Source: OMol25
Level of theory: ωB97M-V/def2-TZVPD

Computed properties:
HOMO = -9.327 eV
HOMO-LUMO gap = 10.5 eV
SMILES string = C1O[C@H]2C[C@@H]12

ORCA input file:
```
! RIJCOSX wB97M-V def2-TZVPD def2/J DEFGRID3
* xyz 0 1
C 0.047 0.513 -1.120
H -0.623 -0.111 -1.694
C -0.206 0.631 0.412
H -1.524 -1.145 0.586
H -0.434 -0.985 1.998
H 0.364 1.462 -1.568
C -0.559 -0.757 0.928
O 0.589 -1.314 0.242
H 2.073 0.199 -0.153
H -0.705 1.574 0.386
C 1.015 -0.028 -0.171
*
```



Structures ranked by computed energy, the most stable listed first: version two, version three, version one.



Version one
Formula: H80O40
Source: OMol25
Level of theory: ωB97M-V/def2-TZVPD

Computed properties:
HOMO = -10.114 eV
HOMO-LUMO gap = 9.3 eV

ORCA input file:
```
! RIJCOSX wB97M-V def2-TZVPD def2/J DEFGRID3
* xyz 0 1
H 1.207 -0.707 -1.743
H 2.814 -1.477 -3.223
O -6.031 0.189 1.702
O 4.405 -4.296 -2.357
H -0.256 -0.455 0.550
O -3.118 5.101 -1.386
H -1.667 0.872 -5.505
H 3.493 -3.007 4.240
H 1.311 1.709 3.387
H 1.171 -2.700 3.215
H -1.526 -0.767 1.157
H 1.924 0.416 5.958
H 4.067 0.135 0.410
H -0.809 1.649 3.475
H -2.187 1.436 -3.663
H 0.809 1.421 -2.155
H -0.838 -2.040 -4.332
H -0.204 4.678 -3.218
H -1.921 -5.790 -3.289
H -2.077 6.364 -0.180
H -3.350 4.223 -0.921
H 2.484 4.770 -2.987
H 5.181 -1.368 3.461
O 0.965 -2.105 2.586
H 1.734 -3.074 -1.883
H 2.688 -0.152 2.481
O 2.415 0.210 1.544
H 4.257 -0.707 -1.033
H 2.611 -0.533 5.237
H 2.528 -0.411 -1.291
H -4.497 -0.192 0.455
H -6.068 -1.231 -1.406
H -1.162 -4.582 -3.212
H -5.312 2.792 0.782
H -3.730 -3.154 -1.971
O 1.376 2.748 -0.414
H -1.357 2.078 1.547
O -2.926 2.617 -1.368
H 3.020 -2.655 -0.195
O 3.313 -3.688 3.655
H -1.469 0.205 3.560
H -0.865 3.781 -2.266
O -1.060 0.035 0.867
O 2.741 4.526 -3.874
H 6.249 -1.158 -0.029
H 1.694 3.622 0.051
O 5.498 -2.773 -0.145
O -0.286 4.637 -2.266
O -0.901 -2.961 -4.819
H -6.668 -0.286 2.160
O 0.681 2.285 2.922
H 3.923 -3.535 3.103
H 4.330 -3.896 -3.260
H 0.082 -2.466 0.928
H -2.788 1.762 1.307
H -3.311 0.256 -0.194
O -1.671 2.242 -3.410
H 5.386 -3.230 0.610
H 3.381 2.193 4.468
H 3.746 -5.063 -2.276
O 1.972 -1.089 -1.707
H 1.580 0.483 1.940
H 4.732 1.590 3.901
O -2.840 -2.953 -2.390
H -2.667 2.573 -0.462
O -0.744 1.074 -5.674
H -2.273 -2.757 -1.535
H 2.177 2.338 -0.763
H -1.339 -5.534 -0.976
H -3.853 -2.714 1.168
H -4.543 0.489 2.920
O -3.430 -3.402 1.712
O -3.739 -0.015 2.718
H -1.361 2.206 -2.588
O -0.235 -2.514 0.086
O 4.262 -1.049 3.308
O 1.094 4.500 1.374
O -1.504 1.093 3.933
H -2.866 -4.951 -0.534
H -0.731 2.040 -5.504
O 1.903 -0.544 5.857
H 6.112 -0.066 -0.799
H 2.244 -1.291 -4.541
H 1.919 -4.410 -0.786
O 6.315 -0.355 0.126
O 4.071 0.246 -0.649
H 1.403 5.459 1.139
H -6.325 -0.066 0.820
O -2.050 -5.461 -0.261
O 1.646 -4.036 -1.741
O 3.050 -1.732 -4.117
O -2.174 2.493 1.103
H -4.079 3.377 1.408
O 2.256 -3.059 0.263
O -5.922 -1.998 -0.972
O -1.159 -5.482 -2.862
O -4.123 0.117 -0.467
H -0.067 -2.995 -5.524
H -3.669 -4.357 1.497
H 1.737 -2.353 1.768
H -3.580 1.932 -1.483
H 0.360 4.365 0.655
O -1.563 6.695 0.493
H 4.415 -0.528 2.484
H -2.957 3.206 2.961
O -4.455 3.081 0.611
H -2.893 3.733 4.302
H 5.920 -3.225 -0.926
H 0.761 0.695 -3.450
H -5.711 -1.764 -0.032
H 2.532 3.557 -3.846
H -0.771 -3.293 0.132
H 0.940 3.071 3.448
H 1.505 -2.720 -0.433
O -3.609 3.580 3.538
H -2.916 0.391 2.837
O 1.385 1.161 -2.840
O 4.022 1.551 4.649
H -2.361 5.028 -1.943
H -1.234 6.092 1.107
*
```



Version two
Formula: H80O40
Source: OMol25
Level of theory: ωB97M-V/def2-TZVPD

Computed properties:
HOMO = -10.898 eV
HOMO-LUMO gap = 10.2 eV

ORCA input file:
```
! RIJCOSX wB97M-V def2-TZVPD def2/J DEFGRID3
* xyz 0 1
H -2.778 -5.394 -0.394
H -3.043 -0.087 3.885
H 1.094 3.747 1.925
H -4.343 0.416 4.053
O -1.005 -0.482 -3.558
H 5.639 1.980 2.006
H 0.147 -6.268 1.468
H 0.822 -5.577 -1.605
O 2.841 2.731 0.012
H 0.556 -0.721 2.382
O 1.109 -2.352 -4.355
H 2.989 -2.905 0.588
H -0.107 0.927 -0.362
H 0.121 2.751 5.250
H -3.293 0.967 -1.180
O 3.593 -1.330 1.613
H -1.498 4.005 -2.523
H 3.521 1.694 -2.994
H -2.093 -0.562 -0.284
O 5.128 -2.745 -2.203
O 3.835 2.053 2.379
H -3.205 -0.627 0.768
H 2.662 -0.755 -4.578
O -4.196 -2.994 -1.625
H -0.457 2.096 -2.005
H 0.977 -2.927 -5.139
H -3.490 -3.072 -3.260
H -0.045 -4.854 1.983
H -0.413 -3.452 0.229
H -4.591 1.133 1.161
O 1.611 4.481 1.584
H 2.665 -1.064 4.197
H -0.827 -0.201 2.249
H 5.930 2.607 0.598
O -2.442 0.905 -1.636
O 2.988 -0.168 4.315
H 3.133 -3.896 -1.835
H 1.343 2.050 5.911
H -3.232 2.157 2.734
H 5.432 -3.654 -2.322
H -2.820 0.816 -4.545
H 3.940 -4.097 0.929
H 2.081 3.991 0.889
O 1.000 2.897 5.627
H 0.238 3.927 3.316
H -2.931 3.243 1.613
O -0.452 1.247 -5.800
H 0.104 5.025 0.324
O -5.026 -2.091 1.834
O -4.830 0.227 0.913
H -0.261 0.122 -3.659
O -0.265 -0.672 2.870
O -0.730 3.837 3.230
H -4.292 -2.565 2.241
H -1.083 4.532 2.647
H -1.128 0.058 4.795
H 4.049 -0.681 1.049
H 2.159 4.638 -0.545
O 2.413 0.040 -4.018
O -2.369 4.218 -2.134
H -1.358 1.813 1.600
H 3.381 -0.185 -1.110
H 2.839 0.143 5.210
H 0.990 2.534 -1.904
H -2.728 3.484 -1.631
H -5.149 -2.837 -1.654
H 2.387 0.721 -4.702
H -2.114 -3.759 -3.256
H -5.391 -2.688 1.173
O -0.348 -3.026 1.095
O 1.568 5.009 -1.189
H -0.955 5.562 -0.228
H -2.605 0.329 -2.396
H -0.734 -3.215 2.839
O 3.960 1.659 -2.140
H 1.277 -2.941 -3.599
H 4.703 -2.841 -1.336
H -1.501 -5.919 -0.925
O 3.439 -3.684 0.211
O -1.124 -3.585 3.650
O -2.699 -3.236 -3.802
H 1.685 -3.680 -2.281
O 6.317 2.058 1.298
H -0.573 -1.302 -3.774
O -3.949 -0.217 3.442
O 0.090 2.887 -2.101
H 3.522 2.677 -0.685
O 2.599 -3.525 -2.553
H -1.350 1.677 4.499
O -3.861 4.509 0.072
H -1.230 1.428 -5.281
H 1.067 4.341 -1.663
H -4.606 5.097 0.301
H -0.542 0.452 -6.326
H 3.369 -1.550 -1.585
H 3.763 1.128 2.711
H -3.237 5.117 -0.389
O 3.753 -1.048 -0.838
O -3.343 0.006 -4.449
H -0.574 2.789 1.043
H -1.504 -2.769 3.997
O -0.451 1.832 1.213
O -0.623 5.527 0.725
H 4.902 1.628 -2.328
O -3.333 2.372 1.803
O -2.336 -6.236 -0.541
O 0.637 -5.448 1.593
H -1.077 -2.374 0.958
O -2.561 -1.177 0.279
H -4.435 -0.363 1.588
H -4.021 -2.113 -1.237
H 3.327 2.037 0.530
H 0.549 -5.084 -0.099
H 0.871 -0.019 0.160
O -1.665 0.781 4.480
H 2.741 -0.890 1.687
O 0.157 -5.270 -0.989
H -2.840 -0.805 -4.528
H 3.528 2.650 3.067
O 0.520 0.215 -0.708
*
```



Structures ranked by computed energy, the most stable listed first: version two, version one.